The following is a DFT calculation (ωB97M-V/def2-TZVPD) of a cluster of 3 separate species, C3H11NO2 in total in a non-equilibrium geometry.

Bonds (Å) are listed after each position.
CARTESIAN COORDINATES (ANGSTROEM)
1 N 0.05 2.29 -0.02  C2 1.443, H5 1.021, H6 1.017
2 C -0.54 0.98 -0.18  N1 1.443, C4 1.513, H7 1.105, H8 1.112
3 C -2.82 0.09 -0.88  C4 1.311, H9 1.078, H10 1.082
4 C -2.05 0.89 -0.18  C2 1.513, C3 1.311, H11 1.123
5 H -0.06 2.72 0.90  N1 1.021
6 H -0.43 3.01 -0.56  N1 1.017
7 H -0.14 0.27 0.57  C2 1.105
8 H -0.10 0.68 -1.15  C2 1.112
9 H -3.89 0.01 -0.90  C3 1.078
10 H -2.29 -0.59 -1.53  C3 1.082
11 H -2.48 1.71 0.46  C4 1.123
12 H 2.10 -1.56 2.54  O14 0.961
13 H 1.97 -1.73 1.07  O14 0.977
14 O 2.30 -1.09 1.73  H12 0.961, H13 0.977
15 H 2.71 -1.91 -0.84  O17 0.953
16 H 1.78 -3.17 -0.40  O17 0.959
17 O 1.83 -2.28 -0.76  H15 0.953, H16 0.959

Properties
SMILES string = C=CCN.O.O
HOMO-LUMO gap = 9.7168 eV
F_max = 2.56 eV/A
HOMO = -9.12 eV
Spin multiplicity = 1
Total energy = -326.084741 Eh

Atomic partial charges in e from the Löwdin method, atoms 1 to 6: atom 1 (N): -0.030, atom 2 (C): -0.314, atom 3 (C): -0.021, atom 4 (C): -0.201, atom 5 (H): 0.064, atom 6 (H): 0.064

The following is a DFT calculation (ωB97M-V/def2-TZVPD) of an isolated molecule of C6H10O in a non-equilibrium geometry.

Bonds (Å) are listed after each position.
CARTESIAN COORDINATES (ANGSTROEM)
1 O 1.15 -0.84 1.32  C2 1.439, H8 0.959
2 C 1.30 -0.52 -0.08  O1 1.439, C3 1.518, C7 1.513, H9 1.092
3 C 0.11 -1.22 -0.71  C2 1.518, C4 1.728, H10 1.111, H11 1.121
4 C -1.07 -0.70 0.44  C3 1.728, C5 1.535, H12 1.123, H13 1.076
5 C -1.31 0.77 0.09  C4 1.535, C6 1.516, H14 1.091, H15 1.103
6 C -0.05 1.53 -0.26  C5 1.516, C7 1.335, H16 1.090
7 C 1.15 0.95 -0.39  C2 1.513, C6 1.335, H17 1.089
8 H 1.08 -0.03 1.84  O1 0.959
9 H 2.30 -0.90 -0.31  C2 1.092
10 H 0.30 -2.30 -0.88  C3 1.111
11 H -0.11 -0.83 -1.74  C3 1.121
12 H -0.99 -0.73 1.56  C4 1.123
13 H -1.90 -1.37 0.27  C4 1.076
14 H -1.95 0.75 -0.80  C5 1.091
15 H -1.86 1.34 0.86  C5 1.103
16 H -0.16 2.59 -0.46  C6 1.090
17 H 2.01 1.51 -0.75  C7 1.089

Properties
SMILES string = O[C@@H]1C=CCCC1
HOMO-LUMO gap = 10.3832 eV
F_max = 1.80 eV/A
HOMO = -9.36 eV
Spin multiplicity = 1
Total energy = -309.778664 Eh

Atomic partial charges in e from the Löwdin method, atoms 1 to 6: atom 1 (O): -0.089, atom 2 (C): -0.394, atom 3 (C): -0.069, atom 4 (C): -0.138, atom 5 (C): -0.208, atom 6 (C): -0.101